(1)
A structure of composition C35H51As2N2O13PSSiTe2Ti, computed with wB97M-V/def2-TZVPD.

Structure (XYZ):
```
109
Properties=species:S:1:pos:R:3:forces:R:3:lowdin_charge:R:1
Ti 0.982 -0.187 -0.326 1.496 -1.012 1.625 0.713
C 4.211 1.529 4.325 -0.056 -0.650 -0.162 -0.185
Si 3.876 -0.305 3.915 0.306 -0.066 0.292 0.552
C 4.970 -0.991 2.511 -0.299 0.167 0.424 -0.200
C 4.216 -1.355 5.489 -0.150 0.409 -0.530 -0.200
C 2.062 -0.524 3.488 0.295 -0.008 -0.069 -0.247
C 1.123 -1.251 4.191 -0.011 0.095 -0.116 -0.077
C -0.166 -1.412 3.686 -0.131 0.081 -0.068 -0.064
C -0.469 -0.854 2.459 -0.168 0.024 0.198 -0.158
N 0.410 -0.136 1.763 0.332 -0.326 0.893 -0.108
C 1.658 0.023 2.253 -0.314 0.183 0.631 -0.793
S 2.699 0.930 1.253 0.254 0.043 -0.385 0.714
H 5.252 1.735 4.560 0.226 -0.060 0.046 0.014
H 3.600 1.855 5.164 -0.123 -0.010 0.143 0.021
H 3.932 2.120 3.459 -0.056 0.136 -0.107 -0.009
H 5.708 -1.711 2.855 0.153 -0.131 0.226 0.012
H 5.480 -0.189 1.990 0.083 0.151 -0.078 0.011
H 4.331 -1.482 1.780 -0.102 -0.049 -0.082 0.014
H 5.252 -1.260 5.797 0.283 0.052 0.037 0.010
H 4.023 -2.408 5.308 -0.054 -0.237 -0.107 0.018
H 3.598 -1.044 6.324 -0.178 0.118 0.187 0.012
H 1.387 -1.714 5.134 0.039 -0.043 0.107 0.092
H -0.910 -1.983 4.219 -0.088 -0.030 0.038 0.091
H -1.458 -0.949 2.015 0.201 -0.104 -0.032 0.076
C -2.643 -3.214 -1.559 0.121 -0.306 0.032 -0.092
O -2.079 -2.144 -2.283 -0.249 0.086 0.041 -0.181
C -0.754 -2.342 -2.634 0.561 0.415 -1.005 -0.610
O -0.267 -3.472 -2.637 -0.432 -0.010 0.237 0.027
C -0.078 -1.157 -2.996 -0.494 -0.196 0.459 -0.453
C 1.307 -1.274 -3.365 0.432 0.338 -0.137 -0.388
As 1.674 -1.584 -5.248 -0.198 -0.694 0.112 1.314
C -0.062 -2.385 -5.796 0.089 0.173 -0.016 -0.295
C 1.244 0.319 -5.521 -1.330 0.390 0.944 -0.259
C 0.278 1.029 -4.855 0.955 -1.499 -0.434 -0.244
As -0.771 0.595 -3.197 -0.302 -0.649 -1.813 1.272
C -2.414 0.239 -4.326 0.025 0.396 0.161 -0.258
C -0.136 2.352 -5.225 -0.672 2.005 -0.158 -0.538
O -0.629 3.158 -4.441 0.569 -0.341 -0.743 0.031
O -0.082 2.632 -6.563 -0.158 -0.556 0.360 -0.066
C -0.358 3.970 -6.900 -0.172 0.291 0.082 -0.078
C 2.172 0.964 -6.411 1.058 0.704 -1.339 -0.508
O 2.555 2.118 -6.432 0.000 -0.605 0.131 0.083
O 2.682 0.034 -7.307 -0.403 0.551 0.338 -0.153
C 3.670 0.524 -8.178 0.174 0.315 -0.047 -0.092
C 2.297 -0.626 -2.734 0.611 -1.390 -1.251 -0.507
O 2.215 -0.017 -1.586 2.053 0.787 -1.763 -0.189
O 3.571 -0.614 -3.320 -0.469 0.590 0.366 -0.154
C 4.410 -1.625 -2.802 0.023 -0.293 0.058 -0.089
H -3.556 -2.837 -1.097 -0.039 -0.017 0.000 0.075
H -1.942 -3.554 -0.790 -0.169 -0.026 -0.065 0.089
H -2.874 -4.054 -2.227 -0.005 0.048 0.168 0.087
H -0.140 -3.394 -5.392 0.112 0.027 0.109 0.014
H -0.105 -2.437 -6.885 0.112 0.052 -0.047 0.002
H -0.904 -1.798 -5.437 0.007 0.037 0.092 0.000
H -2.145 0.212 -5.381 0.017 -0.062 0.029 0.015
H -3.122 1.051 -4.163 -0.045 0.047 0.010 0.004
H -2.874 -0.701 -4.035 0.106 -0.053 0.100 0.003
H -0.347 4.026 -7.987 0.021 -0.038 0.007 0.085
H 0.411 4.629 -6.486 -0.072 0.002 -0.025 0.097
H -1.335 4.276 -6.514 0.113 0.036 -0.052 0.087
H 4.152 -0.342 -8.628 -0.033 -0.014 -0.004 0.084
H 4.398 1.122 -7.622 0.001 -0.042 -0.151 0.089
H 3.222 1.154 -8.955 0.104 -0.021 0.030 0.089
H 5.437 -1.254 -2.824 0.011 -0.032 0.010 0.079
H 4.331 -2.525 -3.432 0.009 0.116 0.177 0.080
H 4.134 -1.878 -1.771 0.078 0.046 -0.122 0.096
C -8.610 -0.520 1.484 0.080 0.039 -0.023 -0.067
C -7.208 -0.226 1.023 0.011 0.045 0.055 -0.288
C -6.819 -0.445 -0.287 -0.273 -0.058 0.178 -0.035
C -5.531 -0.166 -0.714 0.399 0.061 -0.352 -0.323
C -5.179 -0.363 -2.153 -0.024 -0.058 0.006 -0.095
C -4.563 0.322 0.173 0.117 -0.013 -0.054 -0.426
Te -2.483 0.600 -0.439 -1.983 -0.032 0.606 1.368
C -4.971 0.584 1.488 0.393 0.011 0.133 -0.322
C -4.003 1.158 2.477 0.030 0.032 -0.125 -0.097
C -6.265 0.304 1.894 -0.242 -0.020 -0.094 -0.036
H -9.181 -1.006 0.694 -0.050 -0.022 0.004 0.065
H -9.126 0.402 1.760 -0.052 -0.005 0.022 0.073
H -8.605 -1.172 2.358 -0.042 -0.029 0.038 0.072
H -7.542 -0.842 -0.994 0.035 0.010 -0.043 0.106
H -6.010 -0.791 -2.713 -0.007 -0.035 -0.049 0.076
H -4.308 -1.007 -2.235 0.063 -0.051 -0.257 0.032
H -4.910 0.601 -2.585 0.068 -0.024 -0.149 0.068
H -3.241 0.419 2.727 0.131 0.060 0.050 0.061
H -4.505 1.470 3.390 -0.040 0.043 0.106 0.071
H -3.487 2.013 2.038 0.117 0.023 0.207 0.035
H -6.549 0.508 2.919 -0.013 0.030 0.139 0.108
C -2.839 4.800 -0.643 0.432 -0.157 -0.053 -0.070
C -1.328 4.762 -0.476 -0.237 0.729 0.404 -0.350
O -0.864 3.476 -0.785 0.236 -0.642 0.188 -0.348
P 0.291 2.729 0.088 0.338 2.439 -0.854 0.110
O 0.204 1.385 -0.620 -1.398 2.875 -0.180 -0.659
Te -0.031 3.084 2.356 -0.241 0.283 0.413 0.511
O 1.637 3.469 -0.437 -0.655 -0.431 0.996 -0.304
C 1.849 3.567 -1.841 -0.018 0.006 -0.838 -0.278
C 3.214 3.025 -2.225 -0.250 0.018 0.340 -0.048
H -3.224 5.779 -0.369 -0.082 0.129 0.046 0.067
H -3.291 4.036 -0.013 -0.094 -0.024 0.105 0.060
H -3.096 4.587 -1.677 -0.115 -0.040 -0.154 0.074
H -1.053 5.006 0.565 -0.109 0.067 -0.336 0.028
H -0.850 5.485 -1.151 0.010 -0.076 0.073 0.118
H 1.776 4.632 -2.095 -0.073 -0.113 -0.026 0.118
H 1.057 3.034 -2.385 0.160 0.156 0.042 0.088
H 3.994 3.556 -1.679 0.086 0.061 -0.025 0.074
H 3.355 3.156 -3.296 0.075 -0.030 -0.120 0.077
H 3.274 1.966 -1.979 0.049 0.011 -0.071 0.058
O -0.276 -1.468 -0.400 -1.492 -0.800 0.460 -0.393
N 0.531 -2.364 0.153 0.179 -2.418 1.149 -0.082
O 1.733 -1.814 0.246 0.420 -1.387 0.052 -0.255
```
Forces are in eV/Å.

Output
* expectation value of S²: 2.0167
* total charge: -2
* ΔE to the lowest compared entry with this formula, charge and spin: 37.56 kcal/mol
* 2S+1: 3
* E: -9338.07855 Ha


(2)
A cluster of 2 separate species, C3H3O3S in total, computed with wB97M-V/def2-TZVPD.

Structure (XYZ):
```
10
Properties=species:S:1:pos:R:3:forces:R:3:lowdin_charge:R:1
C -1.711 -0.891 -0.187 -0.098 -0.239 1.088 -0.666
C 0.108 1.199 0.120 3.104 2.040 2.815 -0.184
C -0.259 -0.052 -0.436 -1.720 0.301 -0.439 -0.095
O -1.696 -2.085 -0.239 0.155 -0.877 -0.594 0.042
O -2.508 -0.029 0.183 0.764 0.402 -0.558 0.027
O -0.245 1.015 -1.248 0.581 -1.008 -0.182 0.049
S 2.569 -1.042 -0.296 -0.605 0.202 -0.100 0.020
H -0.467 1.912 0.771 -0.132 -1.156 -1.036 0.128
H 1.235 1.229 0.354 -1.691 0.250 -0.786 0.069
H 2.976 -1.258 0.978 -0.359 0.083 -0.208 -0.391
```
Forces are in eV/Å.

Output
* total charge: -1
* ΔE to the lowest compared entry with this formula, charge and spin: 78.32 kcal/mol
* 2S+1: 1
* E: -739.95042 Ha


(3)
A cluster of 2 separate species, C2HCl5 in total, computed with wB97M-V/def2-TZVPD.

Structure (XYZ):
```
8
Properties=species:S:1:pos:R:3:forces:R:3:lowdin_charge:R:1
C 1.260 1.235 -0.541 -0.203 -0.304 -0.132 -1.137
C -0.948 -1.114 0.378 -0.585 -0.546 -0.021 -1.624
Cl 0.135 2.487 -0.604 -0.147 0.294 -0.072 0.566
Cl 2.357 1.188 0.732 0.281 -0.027 0.260 0.580
Cl -0.933 -1.943 1.890 0.173 0.312 -0.178 0.553
Cl -2.259 -0.028 0.148 0.247 -0.010 0.081 0.547
Cl -0.612 -2.129 -0.981 0.148 0.240 0.116 0.544
H 1.001 0.305 -1.022 0.086 0.042 -0.054 -0.029
```
Forces are in eV/Å.

Output
* total charge: 0
* ΔE to the lowest compared entry with this formula, charge and spin: 75.39 kcal/mol
* 2S+1: 1
* E: -2377.64477 Ha


(4)
A cluster of 2 separate species, C2H9NS2 in total, computed with wB97M-V/def2-TZVPD.

Structure (XYZ):
```
14
Properties=species:S:1:pos:R:3:forces:R:3:lowdin_charge:R:1
C 2.408 3.170 -1.578 1.188 -0.720 0.168 -0.117
C 2.417 1.870 -0.775 -1.678 -0.163 0.629 -0.333
N 1.172 1.114 -1.161 0.852 0.369 0.542 -0.025
H 1.544 3.719 -1.221 -0.035 0.256 -0.301 0.069
H 3.336 3.723 -1.404 -0.184 0.188 0.101 0.066
H 2.367 2.983 -2.650 -0.284 0.014 -0.012 0.064
H 3.253 1.174 -0.775 0.616 0.457 -0.615 0.093
H 2.323 2.159 0.275 -0.106 -0.051 0.045 0.094
H 1.487 0.562 -1.941 -0.394 -0.390 -0.450 0.050
H 0.935 0.447 -0.431 0.011 0.029 -0.115 0.026
S -1.375 -1.754 1.898 -0.064 -0.225 0.694 0.202
S -1.751 -1.300 -0.075 -0.128 0.563 -0.567 0.203
H -0.268 -1.007 2.172 -0.252 -0.333 -0.681 -0.197
H -2.047 -2.507 -0.615 0.458 0.005 0.562 -0.194
```
Forces are in eV/Å.

Output
* total charge: 0
* ΔE to the lowest compared entry with this formula, charge and spin: 20.56 kcal/mol
* 2S+1: 1
* E: -932.69128 Ha
* SMILES: CCN.SS


Repeat the second record exactly.
A cluster of 2 separate species, C3H3O3S in total, computed with wB97M-V/def2-TZVPD.

Structure (XYZ):
```
10
Properties=species:S:1:pos:R:3:forces:R:3:lowdin_charge:R:1
C -1.711 -0.891 -0.187 -0.098 -0.239 1.088 -0.666
C 0.108 1.199 0.120 3.104 2.040 2.815 -0.184
C -0.259 -0.052 -0.436 -1.720 0.301 -0.439 -0.095
O -1.696 -2.085 -0.239 0.155 -0.877 -0.594 0.042
O -2.508 -0.029 0.183 0.764 0.402 -0.558 0.027
O -0.245 1.015 -1.248 0.581 -1.008 -0.182 0.049
S 2.569 -1.042 -0.296 -0.605 0.202 -0.100 0.020
H -0.467 1.912 0.771 -0.132 -1.156 -1.036 0.128
H 1.235 1.229 0.354 -1.691 0.250 -0.786 0.069
H 2.976 -1.258 0.978 -0.359 0.083 -0.208 -0.391
```
Forces are in eV/Å.

Output
* total charge: -1
* ΔE to the lowest compared entry with this formula, charge and spin: 78.32 kcal/mol
* 2S+1: 1
* E: -739.95042 Ha


Among the records above, which one has the highest ΔE to the lowest compared entry with this formula, charge and spin?
C3H3O3S


Look up the ΔE to the lowest compared entry with this formula, charge and spin of the first one.
37.56 kcal/mol